42
Properties=species:S:1:pos:R:3:forces:R:3:nbo_charge:R:1 method="wB97M-V/def2-TZVPD" e_above_lowest_ev=0.000 homo_ev="-15.59 / -15.65" multiplicity=1 total_charge=+2 e_tot_ha=-3553.2932 homo_lumo_gap_ev="4.578 / 5.742"
I 0.3084 0.7951 -4.5689 -0.4 0.1 0.4 0.30
I -0.4813 2.8980 -1.4379 0.0 1.6 -0.7 0.22
Lu -0.0446 0.2332 -0.8217 -0.3 -2.1 0.8 1.30
P -2.8584 0.1901 -1.0674 -0.9 0.1 0.0 0.76
C -3.9445 1.2984 -0.0833 0.1 0.0 0.1 -0.93
C -3.4028 0.5448 -2.7588 0.1 0.2 -0.6 -0.94
H -4.4961 0.4391 -2.8265 0.3 0.0 0.0 0.26
H -4.6697 -1.4144 -1.0069 0.2 0.0 0.1 0.26
H -2.9296 -0.1547 -3.4667 -0.2 0.2 0.2 0.26
H -3.1310 -2.1511 -1.5302 -0.1 0.1 0.4 0.27
H -3.7752 2.3502 -0.3770 0.0 -0.4 0.3 0.25
H -3.1287 1.5672 -3.0582 -0.1 -0.3 0.1 0.25
C -3.5903 -1.4504 -0.8157 0.1 -0.3 0.2 -0.93
H -5.0013 1.0573 -0.2909 0.4 0.1 0.1 0.26
H -3.4155 -1.7774 0.2218 -0.1 -0.2 -0.5 0.24
H -3.7445 1.1572 0.9956 -0.2 0.2 -0.5 0.24
P 2.7083 0.2689 -1.0166 1.4 -0.2 0.2 0.73
C 3.7932 1.3374 0.0007 -0.1 0.2 0.0 -0.92
C 3.4123 -1.3854 -0.6985 -0.2 -0.3 0.1 -0.92
H 2.8364 -0.1485 -3.3930 0.4 0.2 0.3 0.25
H 4.3940 0.4743 -2.7448 -0.2 0.0 0.1 0.27
H 3.0112 1.5772 -3.0209 0.2 -0.2 0.0 0.25
C 3.3016 0.5688 -2.6958 -0.1 0.2 -0.7 -0.93
H 2.9440 -2.1118 -1.3810 0.1 0.2 0.4 0.27
H 4.4961 -1.3681 -0.8819 -0.3 0.1 0.1 0.26
H 4.8471 1.0966 -0.2139 -0.4 0.0 0.1 0.27
H 3.5895 1.1710 1.0735 0.2 0.2 -0.4 0.25
H 3.2328 -1.6839 0.3470 0.1 -0.1 -0.4 0.24
H 3.6205 2.3920 -0.2726 0.0 -0.4 0.3 0.26
Cl -0.0744 -1.9047 -1.9248 0.1 0.3 -0.1 -0.51
N 3.3038 -0.3788 5.0357 -2.7 -0.3 -1.5 -0.17
C 2.2930 -0.4785 4.4458 2.3 0.1 0.9 0.21
C 1.0620 -0.5274 3.6767 -0.5 0.2 -0.5 -0.16
C -0.1845 -0.5262 4.3628 0.1 0.2 -0.5 -0.06
C -1.3654 -0.5613 3.5852 0.3 0.0 -0.1 -0.23
C -1.2456 -0.4926 2.1858 -0.3 0.6 0.1 0.08
N -0.0830 -0.2430 1.5383 0.8 -1.7 0.8 -0.61
C 1.0678 -0.4448 2.2566 -0.4 0.7 0.1 0.10
H -0.1599 -0.4921 5.4792 -0.3 -0.1 -1.1 0.28
H -2.3755 -0.5939 4.0377 0.9 -0.2 -0.3 0.27
H -2.0954 -0.6128 1.4895 0.2 0.4 0.9 0.21
H 1.9751 -0.5150 1.6219 -0.5 0.3 1.0 0.22